DFT (ωB97M-V with the def2-TZVPD basis set) results for a structure of composition C45H49Cl3FN6O5SSr in a non-equilibrium geometry.

Structure (XYZ):
```
111
Properties=species:S:1:pos:R:3:forces:R:3:mulliken_charge:R:1
Sr 0.3252 -0.2283 0.1071 0.60 -1.22 2.59 1.947
O -3.7831 0.9357 -0.4098 -0.24 0.21 -0.14 -0.837
C -2.5554 0.8673 -0.3365 -0.85 0.41 -0.33 -0.026
O -1.8790 0.1853 0.4704 -0.84 -0.07 0.63 -0.567
C -1.7333 1.6607 -1.3528 -0.64 0.23 -0.20 0.367
C -2.2579 2.6314 -2.1978 -0.07 -0.16 0.11 -1.198
C -1.3980 3.2700 -3.0790 -0.08 -0.06 0.10 -0.574
C -0.0610 2.9085 -3.1038 0.28 -0.03 0.06 -0.583
C 0.3677 1.9113 -2.2361 0.29 0.20 -0.40 -0.138
N -0.4611 1.3243 -1.3933 -0.61 1.20 -1.35 0.809
C 1.7947 1.3443 -2.1875 0.26 0.68 -0.88 -0.083
O 2.6475 1.8733 -2.8979 0.01 0.27 -0.12 -0.838
O 1.9258 0.3574 -1.4241 0.75 -0.28 -0.22 -0.547
H -3.3115 2.8591 -2.1451 -0.07 -0.01 0.01 0.587
H -1.7704 4.0358 -3.7490 0.00 0.01 0.01 0.429
H 0.6532 3.3653 -3.7734 0.05 -0.02 -0.01 0.596
N -0.7995 -2.3756 1.8473 0.18 0.24 0.20 -0.037
C -1.4563 -3.5293 1.2594 -0.26 -0.29 0.05 -0.988
C -2.5084 -3.0664 0.2454 0.06 -0.18 -0.06 0.344
C -2.3109 -3.6246 -1.1626 0.13 0.16 0.08 -1.185
C -1.0065 -3.1952 -1.8399 -0.18 -0.56 -0.18 -0.800
N -0.7880 -1.7622 -1.7462 -0.07 0.10 -0.21 0.048
H -0.1531 -2.6650 2.5737 0.00 0.09 0.01 0.219
H -1.4921 -1.7589 2.2548 -0.02 0.11 0.09 0.038
H -1.9292 -4.1711 2.0267 0.13 0.05 -0.24 0.347
H -0.6881 -4.1308 0.7665 0.01 -0.06 0.02 0.424
H -2.4714 -1.9784 0.2057 -0.15 0.05 0.04 -0.276
H -3.5059 -3.3521 0.5871 -0.01 0.09 0.00 0.447
H -3.1506 -3.2899 -1.7780 -0.04 -0.05 -0.07 0.403
H -2.3418 -4.7187 -1.1346 -0.02 0.01 -0.10 0.365
H -1.0515 -3.5426 -2.8890 0.10 0.03 0.26 0.396
H -0.1554 -3.6907 -1.3659 0.00 -0.02 -0.03 0.349
H -1.6292 -1.2557 -2.0010 -0.01 0.06 -0.08 0.115
H -0.0527 -1.4762 -2.3829 0.02 0.06 -0.15 0.189
C -0.9718 0.5541 3.8568 0.28 -0.29 0.06 -1.334
C 0.2990 -0.0960 4.4072 -0.13 -0.02 0.17 1.763
C 0.1074 -0.5047 5.8710 0.07 0.01 -0.26 -2.032
C 1.4990 0.7991 4.1967 -0.06 -0.10 -0.19 1.067
C 1.8562 1.7648 5.1260 0.17 -0.13 0.12 -0.511
C 3.0187 2.5056 4.9762 -0.02 0.05 0.11 -0.417
C 3.8169 2.2969 3.8664 0.03 -0.01 0.07 -0.609
C 3.4673 1.3712 2.8940 -0.21 -0.17 -0.18 1.359
C 4.3519 1.1598 1.6880 0.12 0.07 -0.03 0.975
C 5.7583 0.7176 2.1013 -0.23 -0.02 -0.09 -1.830
C 4.3764 2.4231 0.8263 -0.02 -0.25 -0.02 -1.258
C 2.2862 0.6185 3.0419 0.18 -0.04 0.28 -2.101
N 1.9148 -0.3317 2.0845 -0.18 0.46 -0.15 2.038
C 2.4664 -1.5419 2.1928 0.20 -0.17 0.36 -0.276
C 3.3023 -1.9536 3.2699 -0.16 0.16 -0.16 -0.999
C 3.7774 -3.2383 3.3812 0.11 -0.36 0.00 -0.851
C 3.4659 -4.2078 2.4376 0.08 -0.09 0.09 -0.797
C 2.6754 -3.8459 1.3523 -0.10 0.11 -0.13 -0.600
C 2.2191 -2.5571 1.2427 0.20 -0.35 0.08 -0.117
F 1.4546 -2.2338 0.1318 0.97 -1.24 0.15 -0.100
H -1.8392 -0.0642 4.0826 -0.18 -0.05 -0.03 0.515
H -0.9009 0.6599 2.7766 -0.17 0.19 -0.09 0.147
H -1.1224 1.5326 4.3092 -0.07 0.11 0.01 0.201
H 0.4862 -1.0018 3.8247 0.01 0.08 0.10 -0.821
H -0.2537 0.3252 6.4757 -0.02 0.13 0.11 0.395
H 1.0448 -0.8615 6.2950 0.03 -0.05 0.09 0.388
H -0.6347 -1.3002 5.9397 -0.04 -0.06 0.02 0.464
H 1.2505 1.9137 6.0102 -0.07 -0.04 0.10 0.105
H 3.3057 3.2218 5.7376 0.00 0.04 -0.02 0.535
H 4.7378 2.8564 3.7636 0.05 0.03 -0.04 0.618
H 3.9122 0.3642 1.0808 0.03 0.09 0.10 -0.279
H 6.2990 1.5108 2.6164 0.05 0.10 0.06 0.328
H 6.3268 0.4312 1.2191 0.13 -0.01 -0.08 0.451
H 5.6953 -0.1446 2.7628 0.07 -0.08 0.05 0.378
H 4.7019 3.2940 1.3945 0.05 0.09 0.09 0.159
H 3.3780 2.6074 0.4343 -0.09 0.15 -0.08 0.138
H 5.0431 2.2937 -0.0223 0.07 0.00 -0.16 0.526
H 3.5531 -1.2211 4.0234 0.00 0.06 0.05 0.530
H 4.4045 -3.4966 4.2265 0.01 -0.01 0.02 0.401
H 3.8323 -5.2180 2.5368 0.02 -0.08 -0.03 0.375
H 2.4182 -4.5668 0.5874 -0.03 0.03 -0.09 0.499
Cl 4.4447 7.0559 8.1294 0.25 0.09 0.26 -0.233
C 3.3476 6.6931 6.8508 -0.21 -0.08 -0.40 0.371
C 1.9846 6.8305 7.0581 -0.01 -0.05 0.13 -1.068
C 1.1140 6.4889 6.0420 0.15 0.02 -0.16 -0.341
C 1.5749 6.0593 4.8042 0.00 0.05 -0.24 -0.897
C 0.5909 5.6520 3.7399 -0.03 -0.33 0.10 1.614
C -0.1508 4.3747 4.1890 0.56 0.54 0.06 -0.780
N -0.8544 3.8320 3.0677 -0.16 -0.13 -0.26 1.133
C -2.1939 3.8989 2.8099 -0.27 0.01 -0.02 -0.976
C -2.3551 3.4577 1.5289 -0.15 0.16 0.21 -1.130
N -1.1447 3.1438 0.9974 0.35 -0.15 -0.44 0.520
C -0.2696 3.3685 1.9358 0.03 -0.06 0.14 -1.709
O -0.3141 6.7109 3.4614 0.07 -0.14 0.38 -0.460
C -0.5660 6.9409 2.0821 -0.12 0.06 -0.26 -0.670
C 0.6880 7.0451 1.2606 0.08 0.30 0.24 -0.251
C 1.6481 8.0005 1.4303 0.23 -0.28 -0.48 0.818
Cl 1.6292 9.2732 2.5684 -0.02 0.19 0.13 -0.212
S 2.9932 7.7927 0.3583 -0.52 -0.13 0.24 -0.205
C 2.2636 6.3835 -0.3088 0.18 0.29 0.12 -0.575
C 1.0644 6.1088 0.2586 0.11 0.09 -0.10 -0.379
C 2.9506 5.9753 4.6068 -0.19 0.09 0.32 1.180
Cl 3.6025 5.4933 3.0870 0.14 0.04 -0.23 -0.080
C 3.8415 6.2683 5.6292 -0.03 0.02 0.06 -0.961
H 1.6135 7.1800 8.0089 0.00 0.01 0.09 0.427
H 0.0482 6.5638 6.1885 -0.15 0.08 0.08 0.451
H 1.1382 5.4017 2.8274 -0.01 -0.02 0.21 -0.189
H -0.8554 4.6128 4.9888 0.03 -0.08 -0.04 0.555
H 0.5895 3.6499 4.5445 -0.19 0.12 -0.01 -0.506
H -2.8944 4.2342 3.5480 -0.11 0.08 0.14 0.613
H -3.2529 3.3197 0.9639 -0.33 -0.03 -0.09 0.609
H 0.7843 3.1797 1.8547 0.34 0.05 0.10 0.995
H -1.1257 7.8821 2.0608 0.07 -0.14 -0.04 0.431
H -1.1969 6.1511 1.6532 0.01 0.06 0.10 0.082
H 2.7758 5.8346 -1.0723 0.10 -0.18 -0.22 0.532
H 0.4619 5.2592 -0.0087 -0.17 -0.19 -0.09 0.641
H 4.9007 6.1536 5.4617 0.09 0.05 0.04 0.484
```
Positions in Å, forces in eV/Å.

Properties
2S+1: 1
Lowest unoccupied orbital energy, eV: 2.1
M, g mol⁻¹: 998.97
Total charge: -1
Orbital gap, Eh: 0.23650
Relative energy (zero: lowest compared OMol25 entry of this formula, charge and spin), eV: 0.6949

=====

DFT (ωB97M-V with the def2-TZVPD basis set) results for a structure of composition C42H51BCl5LaN10OS in a non-equilibrium geometry.

Structure (XYZ):
```
112
Properties=species:S:1:pos:R:3:forces:R:3:mulliken_charge:R:1
La 0.2580 0.6262 0.1574 -0.76 -0.86 -0.73 2.190
C -1.8586 1.6137 2.5260 0.03 -0.01 -0.05 0.203
C -1.5150 0.9319 3.8453 0.03 -0.02 0.04 1.150
C -1.0362 1.9699 4.8640 0.01 -0.02 0.00 -1.689
C -0.4736 -0.1445 3.6867 0.08 0.13 -0.01 -0.458
C 0.1755 -0.8600 4.7012 -0.11 -0.11 -0.05 -1.797
C 1.0757 -1.6641 4.0395 0.04 0.11 0.04 -0.346
N 0.9767 -1.4311 2.7218 -0.07 -0.06 -0.02 -0.015
N 0.0166 -0.4987 2.5013 0.04 -0.11 -0.04 1.501
B 1.9338 -2.0239 1.6565 0.01 0.00 -0.03 -0.249
N 2.9194 -0.9786 1.0618 -0.07 -0.11 -0.10 0.622
C 4.1350 -0.7656 1.5731 -0.04 0.05 0.03 -0.661
C 4.8416 0.0411 0.7150 -0.02 0.01 0.02 -1.313
C 3.9632 0.2926 -0.3437 0.01 0.10 -0.01 -0.570
N 2.7876 -0.3186 -0.1300 -0.14 -0.01 0.10 -0.204
C 4.3105 1.0264 -1.6133 0.02 -0.09 -0.05 2.420
C 3.2090 1.9433 -2.1267 -0.02 0.01 -0.02 0.173
C 5.6126 1.8111 -1.4616 -0.01 0.01 0.00 -2.057
N 1.1707 -2.7680 0.5402 0.05 0.02 0.07 -0.169
C 1.3860 -4.0568 0.2450 0.02 0.01 -0.05 -0.702
C 0.3596 -4.4941 -0.5593 -0.02 -0.03 0.08 -1.536
C -0.4880 -3.3834 -0.6848 -0.03 0.04 -0.14 -0.580
N 0.0312 -2.3249 -0.0496 0.10 0.04 0.13 0.829
C -1.8801 -3.3991 -1.2645 -0.05 0.02 0.06 4.055
C -2.0772 -2.4637 -2.4447 0.02 0.08 -0.03 -0.891
C -2.3196 -4.8136 -1.6328 0.02 0.00 -0.02 -2.320
H -2.6610 2.3405 2.6619 -0.01 0.00 0.02 0.692
H -0.9936 2.1874 2.1704 0.06 0.03 -0.01 -0.213
H -2.1957 0.9024 1.7686 0.02 0.06 0.08 -0.816
H -2.4262 0.4638 4.2402 0.03 -0.02 -0.05 0.381
H -0.1042 2.4229 4.5224 0.01 0.01 -0.01 0.316
H -1.7886 2.7501 4.9863 -0.01 0.03 0.01 0.456
H -0.8562 1.5180 5.8390 0.01 0.00 0.02 0.431
H 0.0149 -0.7915 5.7618 -0.01 -0.01 0.04 0.519
H 1.7949 -2.3726 4.4114 0.02 -0.03 0.02 0.495
H 2.6009 -2.8353 2.2406 0.01 0.01 0.00 -0.293
H 4.4157 -1.2109 2.5116 0.01 -0.02 0.03 0.531
H 5.8469 0.3982 0.8387 0.03 0.01 0.00 0.503
H 4.4831 0.2476 -2.3666 -0.02 0.06 0.02 -0.450
H 3.1062 2.8166 -1.4855 0.04 -0.15 -0.14 -0.139
H 3.4515 2.2856 -3.1355 0.00 0.00 -0.02 0.397
H 2.2473 1.4376 -2.1689 0.04 -0.02 -0.02 -0.718
H 5.5410 2.5176 -0.6328 -0.01 0.02 0.00 0.391
H 6.4690 1.1605 -1.2840 0.01 -0.02 0.02 0.416
H 5.8082 2.3813 -2.3707 0.01 -0.01 -0.02 0.436
H 2.2353 -4.5759 0.6537 0.03 -0.01 0.01 0.557
H 0.2166 -5.4859 -0.9489 -0.01 -0.01 -0.01 0.628
H -2.5343 -3.0530 -0.4623 0.06 -0.08 -0.12 -2.058
H -1.4390 -2.7575 -3.2787 0.01 -0.03 -0.04 0.711
H -3.1134 -2.4945 -2.7909 -0.02 0.01 0.00 0.536
H -1.8457 -1.4368 -2.1614 0.05 0.03 -0.03 -0.882
H -1.7267 -5.2093 -2.4605 0.02 0.00 -0.01 0.449
H -2.2241 -5.5009 -0.7917 -0.01 -0.01 0.02 0.526
H -3.3635 -4.8059 -1.9496 -0.02 0.00 -0.01 0.415
C -5.9695 -0.6002 0.5022 -0.02 -0.01 0.03 -1.209
N -4.7204 -0.7595 -0.2236 0.06 0.02 0.05 0.345
C -4.6186 0.0893 -1.3942 -0.01 0.00 -0.02 -0.825
C -3.5581 -1.1159 0.4329 -0.10 -0.04 -0.08 -0.171
O -2.4835 -0.5536 0.2090 0.14 0.08 -0.16 0.387
N -3.6688 -2.1618 1.3000 -0.12 -0.01 0.10 0.243
C -4.6949 -3.1837 1.1758 0.01 0.00 0.01 -1.344
C -2.5230 -2.5474 2.1049 0.02 0.01 0.07 -0.674
H -6.2045 0.4642 0.6008 -0.01 0.00 0.00 0.385
H -5.8936 -1.0198 1.5004 -0.01 0.02 0.00 0.404
H -6.7942 -1.0866 -0.0239 -0.01 0.00 0.01 0.296
H -5.4387 -0.1556 -2.0724 0.00 0.00 0.00 0.405
H -3.6768 -0.0926 -1.9042 0.00 0.00 0.01 -0.240
H -4.6867 1.1507 -1.1394 -0.01 -0.01 0.01 0.402
H -5.2554 -3.0552 0.2538 0.00 -0.01 0.00 0.386
H -5.3905 -3.1757 2.0186 0.01 0.00 0.01 0.311
H -4.2074 -4.1610 1.1517 0.00 -0.01 -0.02 0.418
H -1.7695 -1.7704 2.0675 -0.02 -0.04 0.01 -0.231
H -2.0815 -3.4715 1.7172 0.00 0.01 0.03 0.279
H -2.8325 -2.7136 3.1385 -0.02 0.00 0.00 0.510
Cl -2.2199 2.2063 -1.0051 -0.02 0.11 0.05 0.038
C -1.1408 3.5890 -0.7478 -0.06 -0.02 -0.05 0.905
C 0.1538 3.2855 -0.3790 -0.04 0.25 0.04 -1.042
C 0.9408 4.4198 -0.1638 0.05 0.08 -0.13 0.143
Cl 2.6149 4.2502 0.2806 -0.10 0.13 0.27 -0.181
C 0.4676 5.7261 -0.3172 0.02 0.00 0.00 -0.332
Cl 1.4917 7.0914 -0.0629 0.01 -0.03 0.01 -0.210
C -0.8574 5.9468 -0.6955 0.00 -0.01 -0.01 0.551
Cl -1.4597 7.5462 -0.9061 -0.01 0.00 0.01 -0.207
C -1.6872 4.8569 -0.9150 -0.02 -0.03 -0.03 -0.478
Cl -3.3326 5.0823 -1.3907 0.02 0.01 0.01 -0.215
N 0.1238 0.5737 -2.4729 0.05 -0.19 -0.12 -0.196
S 0.4593 -0.6023 -3.4808 -0.08 -0.03 0.01 0.516
C 1.9174 -0.2503 -4.4484 0.02 0.07 -0.02 0.369
C 1.9712 0.8182 -5.3363 0.01 -0.01 0.01 -0.476
C 3.1488 1.0691 -6.0149 0.02 -0.01 0.01 -0.765
C 4.2586 0.2531 -5.8095 -0.02 0.00 0.00 -0.534
C 4.1935 -0.8123 -4.9272 -0.03 0.00 0.00 -0.441
C 3.0151 -1.0661 -4.2341 0.03 0.01 0.00 -0.427
C -0.7527 -0.5249 -4.8037 -0.02 0.03 0.02 0.503
C -0.5929 -1.3125 -5.9371 0.01 0.01 0.01 -0.596
C -1.5718 -1.2925 -6.9149 -0.02 0.00 -0.01 -0.675
C -2.6994 -0.4932 -6.7591 0.02 -0.02 0.00 -0.532
C -2.8488 0.2838 -5.6228 0.02 0.01 0.03 -0.649
C -1.8742 0.2673 -4.6310 -0.02 -0.05 -0.04 -0.312
H 0.0539 1.4730 -2.9489 0.02 0.04 0.05 0.231
H 1.1023 1.4460 -5.4938 -0.01 0.00 0.00 0.414
H 3.2070 1.9008 -6.7036 0.00 0.01 -0.01 0.418
H 5.1781 0.4549 -6.3422 0.01 0.00 -0.01 0.405
H 5.0585 -1.4410 -4.7667 0.01 -0.01 0.01 0.469
H 2.9540 -1.8777 -3.5190 -0.01 -0.02 0.01 0.459
H 0.2908 -1.9266 -6.0594 0.01 -0.01 0.00 0.462
H -1.4554 -1.9000 -7.8021 0.00 -0.01 -0.01 0.435
H -3.4604 -0.4801 -7.5272 -0.01 0.00 -0.02 0.397
H -3.7246 0.9068 -5.5000 -0.01 0.01 0.00 0.474
H -1.9887 0.8536 -3.7281 0.01 0.03 0.03 0.109
N 2.1728 1.9803 2.9044 0.00 0.03 0.05 -0.784
C 1.5994 1.6809 1.9428 0.72 0.59 0.76 -0.130
```
Positions in Å, forces in eV/Å.

Properties
2S+1: 1
Lowest unoccupied orbital energy, eV: 0.2
M, g mol⁻¹: 1070.99
Total charge: 0
Orbital gap, Eh: 0.31302
Relative energy (zero: lowest compared OMol25 entry of this formula, charge and spin), eV: 1.9532

=====

> Look up the M of the first one.

998.97 g mol⁻¹

=====

> The highest orbital gap belongs to which entry?

C42H51BCl5LaN10OS